[1]
The following is a DFT calculation (ωB97M-V/def2-TZVPD) of C24H43Cl2F3N3O7SSiTl as an isolated structure at a distorted geometry.

Energy above the lowest of the compared OMol25 structures with the same formula, charge and spin: 0.0 kcal/mol
LUMO (alpha / beta): -3.7 / -5.0 eV
Highest occupied orbital energy (alpha / beta): -8.774 / -8.760 eV
Net charge: 0

The geometry in XYZ format:
```
85
Properties=species:S:1:pos:R:3:forces:R:3:lowdin_charge:R:1
C -4.87467 -0.65492 0.05241 0.4 0.5 0.4 -0.066
C -4.50978 -1.98695 -0.52103 -1.0 -0.5 -0.8 -0.243
H -5.37443 -0.02599 -0.68779 0.1 0.0 0.1 0.072
H -3.95599 -0.14682 0.37973 -0.4 0.0 -0.1 0.066
H -5.54757 -0.74461 0.92428 0.2 -0.1 -0.3 0.097
C -5.40241 -2.64743 -1.27976 0.4 -0.2 0.4 -0.108
C -6.75145 -2.13707 -1.66304 -0.8 0.1 -0.5 -0.103
H -5.22604 -3.66216 -1.63034 0.3 0.3 0.2 0.096
H -6.69814 -1.16936 -2.18797 0.0 -0.2 0.2 0.077
H -7.42840 -1.99912 -0.80352 0.3 0.0 -0.2 0.083
H -7.25259 -2.85427 -2.35073 0.3 0.5 0.4 0.078
Tl 0.42422 0.97130 1.86771 1.2 0.0 0.3 1.005
Cl 0.43073 -1.45431 2.89691 -0.5 0.6 0.0 0.089
C 3.22702 -0.90278 1.74724 0.1 -0.4 0.4 -0.410
O 3.06901 0.03534 0.96531 -0.3 -0.1 0.3 -0.067
N 3.77551 -2.10278 1.44397 -0.5 0.5 0.1 -0.181
C 4.32434 -2.31535 0.12060 -0.1 0.0 0.0 -0.035
C 3.46601 -3.28714 2.24593 -0.2 0.2 0.2 -0.055
H 2.92603 -0.82497 2.81202 0.2 -0.1 -0.4 0.089
H 4.83725 -1.41418 -0.20115 0.0 0.0 -0.1 0.095
H 3.56116 -2.57412 -0.61471 -0.1 0.0 0.0 0.080
H 5.02679 -3.13835 0.19014 0.2 -0.1 -0.1 0.086
H 3.30717 -2.98199 3.29754 0.2 -0.2 -0.5 0.092
H 4.31690 -3.97804 2.16412 -0.3 0.1 0.2 0.089
H 2.53978 -3.78918 1.88615 0.6 0.3 0.1 0.090
H 6.51983 3.62395 0.78333 -0.1 -0.1 0.0 0.085
H 6.12617 5.00161 2.64678 -0.4 0.2 0.1 0.093
C 5.64912 4.05814 0.28299 0.2 0.0 -0.1 -0.057
C 5.13233 5.35621 2.32352 0.0 0.0 -0.2 -0.048
N 4.67109 4.45917 1.26821 -0.4 -0.2 -0.3 -0.186
H 5.19599 3.32908 -0.39059 0.1 0.1 0.1 0.084
C 3.36088 4.15170 1.07575 -0.1 0.3 0.1 -0.323
O 2.90000 3.52055 0.12153 0.3 0.2 0.4 -0.030
H 4.43898 5.34324 3.17154 0.2 0.0 -0.3 0.057
H 2.70213 4.50914 1.88896 0.5 0.0 -0.4 0.107
H 6.00791 4.92193 -0.29243 -0.1 -0.1 0.0 0.091
H 5.24328 6.38335 1.93031 0.0 -0.3 0.2 0.091
H -1.47171 5.39321 -1.09964 0.0 0.0 -0.3 0.098
H -1.94189 2.26870 -2.57438 -0.2 0.0 -0.3 -0.077
C -1.14766 5.36872 -2.15316 -0.1 -0.3 0.5 -0.035
C -1.67145 3.16226 -3.24935 -0.3 1.0 -1.0 -0.087
N -0.77043 4.02154 -2.57328 0.2 0.2 0.0 -0.184
H -0.26881 6.01040 -2.25019 -0.3 0.1 0.0 0.090
C 0.54569 3.65880 -2.47189 1.1 -0.9 -0.4 -0.286
O 1.01165 2.62236 -2.94070 -0.8 1.4 0.6 0.028
H -1.17926 2.74134 -4.15046 -0.4 0.0 0.6 0.113
H 1.15162 4.41635 -1.91574 -0.1 -0.6 -0.3 0.140
H -1.95970 5.72830 -2.78911 0.2 0.1 0.1 0.088
H -2.59950 3.74744 -3.51007 0.8 -1.0 0.3 0.119
O -2.13591 -1.58954 -0.36771 0.5 0.6 -1.3 -0.241
C -3.16965 -2.53681 -0.09832 0.0 -0.3 -0.1 -0.283
C -2.97250 -4.34149 -1.92790 0.4 -0.2 0.1 -0.076
C -2.89437 -3.95882 -0.58221 -0.4 -0.1 0.4 -0.188
H -3.19988 -3.58348 -2.68668 0.2 -0.4 0.3 0.119
C -2.74863 -5.68244 -2.28919 -0.2 0.5 -0.2 -0.071
H -3.21707 -2.54584 0.99578 0.1 -0.3 0.1 0.149
C -2.69050 -4.93871 0.40162 0.1 0.0 -0.6 -0.030
H -2.76052 -5.96031 -3.35265 0.0 0.1 0.6 0.110
C -2.52901 -6.64718 -1.30882 0.0 0.3 0.1 -0.090
C -2.50971 -6.27264 0.03633 0.0 0.1 0.1 -0.079
H -2.66188 -4.63260 1.44625 0.0 -0.1 -0.2 0.117
H -2.37422 -7.68639 -1.58674 0.0 0.2 0.0 0.101
H -2.34514 -7.01962 0.81238 0.0 0.1 -0.2 0.103
Si -0.77421 -1.55073 -1.40782 0.8 -2.3 1.7 0.323
Cl -2.38547 0.52290 -2.24688 -1.5 0.5 -0.3 0.450
C -0.80148 -2.20370 -3.15767 -0.4 0.2 -0.5 -0.181
C 0.30340 -2.85113 -0.46867 -0.1 0.1 -0.1 -0.153
C 0.17222 0.05161 -1.30119 0.8 0.1 1.0 -0.281
H -1.02460 -3.27245 -3.26005 0.0 0.3 0.2 0.021
H 0.20682 -2.05356 -3.57166 -0.2 0.1 0.2 0.048
H -1.50402 -1.63291 -3.77686 0.2 -0.2 -0.1 0.010
H 0.30492 0.50995 -2.27539 0.1 0.1 0.0 0.012
H 1.18049 -0.08405 -0.85213 -0.4 0.0 -0.2 0.033
H -0.39126 0.79038 -0.70763 0.2 -0.1 -0.1 -0.050
H -0.12092 -3.86540 -0.51946 0.0 0.3 -0.1 0.028
H 0.35999 -2.59924 0.60081 0.0 0.0 -0.4 -0.046
H 1.32954 -2.91817 -0.84695 0.0 0.1 -0.1 0.013
F 1.13021 4.15489 6.82411 -0.4 0.1 -0.9 0.115
C 0.80670 4.18760 5.51113 0.3 0.0 0.0 -0.607
F -0.37210 3.53120 5.34832 0.7 0.5 0.1 0.097
F 0.64002 5.47730 5.12888 -0.1 -0.8 0.4 0.106
S 2.16465 3.40085 4.47436 -0.1 0.0 1.1 0.496
O 3.29343 4.30405 4.65182 -1.0 -0.7 -0.4 -0.299
O 2.28249 2.07221 5.04309 0.0 0.4 -0.4 -0.318
O 1.55140 3.41205 3.13173 -0.3 -0.6 0.1 -0.444
```
Forces are in eV/Å.


[2]
The following is a DFT calculation (ωB97M-V/def2-TZVPD) of C24H43ClN4O2W as an isolated structure at a distorted geometry.

⟨S²⟩: 2.0557
LUMO (alpha / beta): 4.7 / 4.7 eV
Highest occupied orbital energy (alpha / beta): 1.488 / 1.859 eV
2S+1: 3
Net charge: -2

The geometry in XYZ format:
```
75
Properties=species:S:1:pos:R:3:forces:R:3:lowdin_spin:R:1
W 1.18317 -1.08110 -2.44530 -0.2 -1.6 2.4 1.521
Cl 1.09282 -0.38227 -4.56390 0.0 1.0 -3.0 0.178
C 2.37975 -3.97999 0.44446 0.4 0.7 0.3 -0.004
C 2.01234 -2.29270 -0.94844 -1.5 1.9 -2.3 -0.045
N 1.42905 -3.37376 -0.37147 1.4 -0.7 0.8 -0.019
H 4.44368 -3.23853 0.95158 -0.3 -0.1 0.2 -0.003
N 3.11800 -1.98688 -0.21787 0.5 -1.7 0.2 -0.021
H 2.18715 -4.92672 0.92187 0.3 -0.1 0.0 -0.002
C -0.01795 -3.53496 -0.46492 0.8 -0.1 -0.4 0.002
C -0.27562 -4.66395 -1.43326 -0.8 -0.9 -0.4 0.002
C -0.54322 -3.61777 0.96106 -0.4 0.3 0.3 0.001
H 0.17771 -5.59111 -1.12592 0.2 -0.6 0.4 0.000
H -1.34962 -4.85604 -1.60706 0.2 0.1 0.2 0.000
H 0.17115 -4.42993 -2.40674 0.0 0.2 0.2 0.003
H -1.57735 -2.31033 -1.24803 -0.3 -0.3 -0.2 0.005
H -0.17054 -2.38127 -2.28301 -0.1 0.0 0.1 0.055
H -0.29383 -2.66228 1.45544 -0.1 -0.2 -0.2 0.000
C -0.49144 -2.28335 -1.17472 -1.3 0.9 0.9 0.089
H -0.06582 -4.40605 1.54708 0.0 -0.2 -0.1 0.000
H -1.63399 -3.74819 1.02097 0.2 -0.1 -0.2 -0.001
H -0.35100 -1.37630 -0.55408 0.2 -0.3 -0.3 0.027
C 3.46161 -3.12524 0.51138 -0.8 -0.2 0.5 -0.008
C 3.42848 -0.13792 1.35171 -0.3 0.3 0.2 0.002
H 4.08423 -0.72985 1.98768 0.2 -0.1 0.1 0.000
H 3.72305 0.91984 1.43668 0.0 -0.2 -0.1 -0.001
C 3.51545 -0.60204 -0.09424 0.3 0.1 -0.4 0.005
H 2.62430 1.22608 -0.88368 0.4 0.1 0.2 0.009
C 4.92668 -0.44317 -0.62452 0.6 0.5 -0.3 0.003
H 5.00773 -0.72688 -1.67897 -0.2 -0.1 0.1 -0.001
H 2.39018 -0.23348 1.70316 0.3 0.0 0.0 0.000
H 1.42798 0.00134 -0.55665 1.2 0.2 -0.5 0.038
H 5.61390 -1.06137 -0.04533 0.1 -0.1 0.1 0.001
H 5.27117 0.59762 -0.53571 -0.1 -0.1 0.0 0.000
C 2.50048 0.14417 -0.96125 -0.7 1.5 1.1 0.117
H 2.70403 -0.00535 -2.06682 0.3 -0.1 0.0 0.038
C -3.58237 3.10827 -0.54518 -0.4 0.2 -0.6 0.000
N -3.05314 1.85982 -0.25450 -1.1 0.4 0.3 0.000
H -2.54628 5.03817 -0.72877 0.0 -0.2 0.0 0.000
N -1.39762 3.23854 -0.21650 -0.5 1.5 0.1 0.000
H -4.64095 3.28656 -0.63431 0.0 0.2 -0.3 0.000
C -3.69917 0.50968 -0.36390 0.9 -1.0 0.8 0.000
C -5.19086 0.62107 -0.25242 -0.3 0.1 0.2 0.000
C -3.39131 -0.27217 -1.64410 0.1 0.1 -0.4 -0.001
H -5.57216 1.14516 -1.12738 -0.4 0.1 0.0 0.000
H -5.62402 -0.38507 -0.20848 0.1 0.2 -0.1 0.000
H -5.46096 1.14220 0.66235 -0.2 0.2 0.1 0.000
H -2.94089 -1.41231 0.44728 -0.2 0.1 -0.3 0.000
H -3.78908 -0.44921 1.60734 -0.3 0.2 0.3 0.000
H -2.31736 -0.30654 -1.85999 -0.1 0.1 0.0 0.000
C -3.12769 -0.37985 0.75119 0.3 -0.2 0.7 0.000
H -3.93319 0.12393 -2.49914 0.1 0.3 -0.3 0.000
H -3.74504 -1.31672 -1.51079 0.2 0.6 0.0 0.000
H -2.16915 -0.01115 1.12303 -0.1 0.2 -0.2 0.000
C -2.53736 3.96919 -0.55363 -0.2 1.0 -0.4 0.000
C 0.80671 3.31292 -1.50603 -0.1 0.0 -0.5 0.002
H 0.52872 3.91729 -2.36911 -0.3 0.0 -0.2 0.000
H 1.88979 3.48700 -1.34571 -0.6 0.0 0.0 0.000
C 0.04166 3.68624 -0.22881 0.6 -1.0 0.3 0.000
H 1.91257 2.96940 0.63370 -0.5 0.1 0.0 0.000
C 0.10280 5.17325 -0.01101 0.0 0.3 0.2 0.000
H -0.47494 5.43124 0.87609 -0.1 0.2 0.0 0.000
H 0.67987 2.24815 -1.74032 -0.1 0.2 0.0 0.005
H 0.54093 1.86295 0.87368 -0.1 0.3 -0.1 0.000
H -0.28785 5.69365 -0.88675 0.0 0.2 0.1 0.000
H 1.13871 5.48403 0.15699 -0.1 -0.1 -0.1 0.000
C 0.82629 2.92355 0.84501 0.3 -0.2 0.5 0.000
H 0.68951 3.33692 1.84287 -0.3 0.0 0.2 0.000
C -1.79507 2.02980 0.11083 3.1 -3.8 -1.3 0.002
C 0.14928 -0.10423 4.13128 0.2 -0.2 0.5 0.000
C -0.20212 0.22125 2.69795 -0.4 0.2 -1.9 0.000
O -1.09690 1.08796 2.50665 0.9 -0.8 1.1 0.000
O 0.43756 -0.41799 1.78141 -0.9 0.6 1.3 0.001
H -0.54464 0.40172 4.80343 0.0 0.0 0.0 0.000
H 1.16931 0.23063 4.34653 0.0 -0.1 0.0 0.000
H 0.10274 -1.18558 4.28803 0.1 0.0 0.0 0.000
```
Forces are in eV/Å.


| no. | calculated total energy (eV) |
| --- | --- |
| 1 | -100990.095 |
| 2 | -49981.306 |